Molecular formula: C5H11NOS
Method: DFT, the ωB97M-V functional and the def2-TZVPD basis

The geometry in XYZ format:
```
19
Properties=species:S:1:pos:R:3:forces:R:3
C 1.04027 1.55548 0.57194 0.0201 -0.6196 1.5472
C 0.74685 0.09881 0.13749 0.1763 0.7146 0.0901
S 2.26920 -0.56756 -0.64268 0.0076 0.7070 0.0888
C 0.23831 -0.83775 1.23790 -0.2216 0.4645 1.8936
O -0.39730 -1.93427 0.59838 0.0648 1.2345 -0.6173
C -0.96423 -1.38868 -0.61956 0.6858 -0.4105 -0.2985
C -0.44136 0.06457 -0.84567 -0.7098 -0.9091 1.5204
N -1.50788 0.96780 -0.41026 -1.1429 -0.9676 0.1389
H 1.09180 2.20716 -0.28063 0.2943 0.2774 -0.4549
H 0.20719 1.91335 1.20454 0.2797 -0.2118 -0.3065
H 1.95478 1.66354 1.20787 -0.5815 -0.2408 -0.7405
H 1.83162 -1.80452 -0.74699 -0.2146 -0.6684 -0.0573
H 1.02761 -1.25150 1.91983 -0.5962 0.4885 -0.7078
H -0.51509 -0.24890 1.88295 0.9293 -0.7903 -0.8699
H -0.69105 -2.11495 -1.39149 -0.0663 0.3677 -0.1932
H -2.03254 -1.34060 -0.54230 -0.6952 -0.1566 0.1347
H -0.15960 0.27564 -1.83998 0.6639 -0.0944 -1.2591
H -2.36980 0.80600 -0.94086 0.4775 -0.1341 0.2777
H -1.32878 1.93638 -0.50047 0.6289 0.9490 -0.1865
```
Forces are in eV/Å.

## Properties
- total energy (a.u.) = -725.2725
- energy above the lowest of the compared OMol25 structures with the same formula, charge and spin (kJ/mol) = 137.52
- max |F| (Eh/bohr) = 0.0382
- gap between HOMO and LUMO (eV) = 9.873

These are the natural (NBO) partial charges, in e, on atoms 1 to 5: number 1, C, carries -0.633; number 2, C, carries -0.150; number 3, S, carries -0.033; number 4, C, carries -0.094; number 5, O, carries -0.529

---

Molecular formula: C15H41LiN2O7
Method: DFT, the ωB97M-V functional and the def2-TZVPD basis

The geometry in XYZ format:
```
66
Properties=species:S:1:pos:R:3:forces:R:3
Li -2.46829 0.87721 0.94188 0.2328 1.0811 -0.2842
C -3.51554 1.03579 -1.11005 4.3858 1.2699 2.2302
O -2.51336 1.92875 -0.70104 -0.1433 -0.5939 0.8054
H -4.19221 1.41453 -1.69673 -3.6226 2.4740 -4.0108
H -4.10712 0.65619 -0.36669 -1.8469 -1.2092 3.0062
H -3.06377 0.21159 -1.51453 0.3337 -1.6841 -1.1849
C -4.63887 2.61883 2.14645 5.4963 1.2555 7.0950
O -3.17915 2.32372 2.27983 -3.5689 -1.6793 -5.2640
H -5.18134 2.41545 1.40458 -2.7410 -2.1868 -7.0252
H -4.94662 3.55861 2.46753 0.5830 2.7417 -0.1815
H -5.08685 2.17048 2.96236 -1.0034 -2.0974 1.6918
H -2.83112 2.63570 3.04311 1.2075 1.7791 3.6456
C -2.03900 5.26894 0.63466 0.4572 -4.7574 3.5920
O -1.25177 3.98061 0.37928 -0.9350 2.0183 0.1993
H -3.13806 5.04266 0.50209 1.1769 0.4651 0.5392
H -1.75125 6.06737 0.07899 0.9907 1.9258 -2.4032
H -1.67134 5.59184 1.72530 -1.4703 -0.7907 -1.9468
H -1.81298 3.20902 0.04502 -0.1654 1.1114 -0.0741
C -1.49175 -0.75872 -2.29093 -1.8889 2.0897 3.0618
O -0.57687 -1.69883 -2.55936 2.2796 -2.3148 -1.7370
C 0.75977 -1.43720 -2.12059 -0.6907 0.4846 2.3495
C 1.63239 -2.68094 -2.16923 -3.0839 -0.6701 -1.8007
N 3.03057 -2.29312 -2.25636 -1.6388 -1.8607 -0.7996
C 3.86602 -3.35663 -1.69503 2.0413 4.0195 2.0393
C 5.31528 -2.80729 -1.96163 -1.5940 -4.4527 -3.0290
O 6.26031 -3.81339 -1.60425 -2.1656 1.2560 1.8820
C 7.50644 -3.34712 -1.80065 3.8223 -1.8055 -2.9569
H -1.13958 0.25827 -2.75922 -1.1862 -1.3968 1.2280
H -1.45982 -0.76990 -1.01057 -0.6556 1.3499 -3.8667
H -2.67144 -0.99330 -2.55260 3.5960 -0.0588 0.0024
H 0.76446 -1.07653 -1.07902 -1.0487 -1.5564 -0.0844
H 1.22356 -0.47289 -2.29417 0.2023 0.3661 -2.6259
H 1.06542 -3.31182 -2.97356 2.0503 0.8912 0.4085
H 1.33877 -3.29316 -1.30475 0.6296 0.1201 0.4816
H 3.00248 -1.52502 -1.64386 0.8941 1.3898 0.8671
H 3.65988 -4.22360 -2.28174 0.0228 -1.0546 0.4968
H 3.77111 -3.26265 -0.50561 -0.1449 -1.5420 -2.3516
H 5.42889 -1.81430 -1.77242 0.7660 2.7846 2.6393
H 5.44326 -2.62739 -3.05196 -0.3752 -0.8842 -0.2169
H 8.21950 -4.25338 -1.74068 -0.8815 1.4241 0.4645
H 7.94265 -2.49423 -1.25751 -0.7267 -0.1851 0.3128
H 7.57580 -3.14316 -2.91562 0.2953 0.4953 0.8547
C -4.56169 -0.82543 2.13741 -1.4640 3.8630 2.6621
O -3.34772 -0.80703 1.54470 2.1873 -0.5180 -1.2083
C -2.37281 -1.69638 2.04974 1.2503 -1.4730 -3.3503
C -1.11063 -1.45342 1.23106 0.9422 1.3872 0.2492
N -0.65241 0.06047 1.47467 -0.7996 -3.6626 -0.3500
C 0.47975 0.35365 0.50754 0.4849 -1.8781 1.7037
C 1.28788 1.40350 1.21454 -0.7114 1.3438 -0.1564
O 2.46074 1.81147 0.57070 -1.3534 -1.7575 -2.5719
C 3.04355 3.00584 0.90185 3.1830 -0.9943 2.3414
H -4.57663 -0.29049 3.21366 0.4588 -1.1447 -1.7667
H -4.83333 -1.82282 2.32311 -1.4324 -1.2221 -0.2701
H -5.17539 -0.05391 1.56528 0.0701 -1.9122 0.3925
H -2.44669 -2.80879 1.90396 -1.3771 0.7479 -0.0461
H -2.27726 -1.55288 3.04647 0.5646 0.6630 3.4020
H -1.35755 -1.66127 0.17453 0.1422 0.2324 0.7229
H -0.23761 -2.14332 1.46475 -1.1110 0.6766 0.0939
H -0.41157 -0.18489 2.47399 0.7479 1.5710 -1.3813
H 0.07521 0.71684 -0.43094 -0.2971 0.1289 0.0439
H 0.99614 -0.66886 0.31007 -0.2021 2.0867 0.8192
H 1.55478 1.04396 2.17735 0.3453 -0.5048 1.2995
H 0.51950 2.19607 1.37898 0.7907 0.2033 -0.2117
H 3.23016 2.76834 2.05337 -0.2525 2.0167 -1.6014
H 2.45306 3.93553 0.62594 0.9266 -1.0478 0.4284
H 4.18206 2.86282 0.46654 -2.9795 1.1825 0.7055
```
Forces are in eV/Å.

## Properties
- total energy (a.u.) = -1239.3891
- energy above the lowest of the compared OMol25 structures with the same formula, charge and spin (kJ/mol) = 34.45
- max |F| (Eh/bohr) = 0.1762
- gap between HOMO and LUMO (eV) = 7.301

These are the natural (NBO) partial charges, in e, on atoms 1 to 5: number 1, Li, carries 0.863; number 2, C, carries -0.221; number 3, O, carries -1.041; number 4, H, carries 0.146; number 5, H, carries 0.088

---

Molecular formula: C2H16NO4
Method: DFT, the ωB97M-V functional and the def2-TZVPD basis

The geometry in XYZ format:
```
23
Properties=species:S:1:pos:R:3:forces:R:3
C 1.48748 1.94458 -0.79903 -0.1627 0.3085 0.1809
C 0.01505 1.66350 -0.55193 -0.0374 -0.7002 -0.4689
N -0.23088 0.21459 -0.17572 -0.4177 0.8329 0.1842
H 1.58667 2.70547 -1.57384 0.0815 0.0301 0.1844
H 1.97927 2.28274 0.11421 -0.0178 0.0703 -0.0980
H 2.01421 1.06177 -1.13022 0.0345 -0.2903 -0.2336
H -0.43288 2.28032 0.20950 0.0578 0.1574 0.3873
H -0.59295 1.79131 -1.44363 0.1096 0.1286 -0.1450
H -1.10881 0.18315 0.34557 -0.1025 -0.2321 0.1768
H 0.48938 -0.17667 0.42972 0.3199 -0.1222 -0.2357
H -0.34695 -0.33159 -1.03553 0.0876 -0.0489 0.1008
H -1.00650 -2.29956 2.31448 0.0813 0.2970 -0.1715
H 0.18362 -3.19816 2.41721 0.1926 0.2457 -0.1036
O -0.06155 -2.31230 2.10823 -0.2051 -0.4692 0.1617
H -1.78069 -0.31258 -3.37019 0.0333 -0.0630 -0.1229
H -0.73435 -1.40118 -3.00441 -0.2494 0.0791 -0.2293
O -1.30838 -0.71669 -2.63724 0.3272 -0.1337 0.2999
H -3.08454 0.46025 1.98621 0.0775 -0.0778 -0.3508
H -1.92524 0.42132 2.92207 0.3413 -0.0708 -0.3520
O -2.13099 0.29236 1.98130 -0.4782 0.1325 0.6866
H 1.79762 -1.93885 0.68554 -0.1712 -0.1978 0.0437
H 3.06018 -1.25130 0.21868 0.0809 0.0647 -0.1488
O 2.13124 -1.36247 -0.01098 0.0170 0.0594 0.2537
```
Forces are in eV/Å.

## Properties
- total energy (a.u.) = -441.3064
- charge = +1
- energy above the lowest of the compared OMol25 structures with the same formula, charge and spin (kJ/mol) = 2.53
- max |F| (Eh/bohr) = 0.0185
- gap between HOMO and LUMO (eV) = 12.551

These are the natural (NBO) partial charges, in e, on atoms 1 to 5: number 1, C, carries -0.640; number 2, C, carries -0.212; number 3, N, carries -0.700; number 4, H, carries 0.243; number 5, H, carries 0.227

---

Molecular formula: C43H97N5O
Method: DFT, the ωB97M-V functional and the def2-TZVPD basis

The geometry in XYZ format:
```
146
Properties=species:S:1:pos:R:3:forces:R:3
C -1.23628 1.69701 -0.49942 1.2698 1.6089 -0.0383
C 0.28738 1.79588 -0.78607 -0.1622 -0.7657 -1.1734
C 1.05319 0.73712 -0.05233 0.1610 -1.0116 0.1314
O 0.58302 1.90173 -2.17468 -0.3008 -0.4566 1.5115
H -1.41492 2.75103 -0.71207 -1.5885 -0.2553 -0.2624
H -1.40635 1.55782 0.56820 -0.0273 -0.2007 -0.0177
H -1.80894 0.98113 -1.08907 0.2163 0.2121 -0.1314
H 0.63825 2.76938 -0.44358 0.0322 0.4906 0.1558
H 2.13868 0.80648 -0.12302 -0.0901 0.0603 -0.0081
H 0.72383 -0.24093 -0.40310 0.2326 -0.2007 -0.3356
H 0.73103 0.69734 0.98821 0.2475 0.3999 0.1936
C -0.72859 -1.62916 2.69709 -1.2500 0.2788 0.4070
C 0.46808 -1.50817 3.62360 -0.1638 -2.0595 0.8881
C 1.13755 -2.92115 3.72925 2.1731 0.0715 -0.6399
N 2.69895 -2.82724 3.92186 -0.9411 1.3467 -0.2290
C 3.01843 -2.05473 5.22697 -0.3919 -1.1506 -0.3910
C 3.38008 -2.05802 2.79425 -0.5266 -0.4590 0.1264
C 4.80231 -2.44294 2.83503 2.0203 -0.4644 -0.0269
C 4.84404 -3.88487 3.37891 -0.8879 -0.1622 -0.3831
C 3.37585 -4.18941 3.76922 1.0544 0.2208 1.1149
H -1.48964 -2.31745 3.06473 0.4210 -0.7093 0.0843
H -0.47740 -1.90509 1.67296 0.1872 0.0247 0.0259
H -1.37466 -0.75137 2.68380 0.5146 0.6251 -0.2035
H 0.21444 -1.46418 4.68277 -0.7123 1.2549 -0.1507
H 1.09090 -0.65626 3.35073 0.3502 -0.4274 0.0157
H 0.96489 -3.58690 2.88363 0.3109 0.4347 -0.5716
H 0.80431 -3.57322 4.53663 -0.2069 0.6438 0.4870
H 2.45171 -2.53402 6.02523 0.4737 -0.1947 0.1201
H 2.66834 -1.02296 5.19561 0.0249 -0.1261 -0.5581
H 4.09994 -2.06913 5.36204 -0.2193 -0.1445 0.2408
H 3.33683 -0.96938 2.82732 -0.9782 -0.1731 0.0867
H 2.98788 -2.54930 1.90379 -0.4251 0.6524 -0.2507
H 5.49580 -1.84964 3.43099 -0.5423 0.4066 0.3244
H 5.17659 -2.25156 1.82935 0.2305 -0.6523 -0.1628
H 5.47405 -3.95346 4.26574 0.1474 -0.1265 -0.3384
H 5.09228 -4.64715 2.64040 0.5488 0.1813 0.1497
H 3.40800 -4.72105 4.72023 -0.6212 0.0558 -0.0033
H 2.89683 -4.80766 3.01001 -0.4196 0.4363 0.1044
C 4.05710 -0.41037 -6.19918 0.9965 -1.0727 0.4968
C 4.04004 0.30285 -4.83507 -0.5043 1.9391 -1.2647
C 5.36854 0.57878 -4.18840 1.0797 1.2132 1.8320
N 5.36284 1.68528 -3.02581 -1.2907 0.9268 2.0078
C 5.00843 3.18502 -3.36555 0.8013 -1.8607 -0.9713
C 6.70604 1.73756 -2.23095 0.5052 -0.7366 -1.4241
C 6.43411 1.39971 -0.81563 -0.1659 -0.8893 2.5739
C 4.92254 1.61033 -0.57044 1.2467 -0.2550 0.0769
C 4.37472 1.28595 -1.91032 -1.6909 0.7089 -1.3315
H 4.65019 -1.32284 -6.13801 -0.3767 -0.4667 0.1595
H 4.59398 0.09001 -7.00508 -0.4003 0.6799 0.1892
H 3.03517 -0.65035 -6.49274 0.1906 0.0642 -0.1766
H 3.22645 -0.04474 -4.19839 0.5578 -0.5059 0.3621
H 3.67832 1.28948 -5.12456 -0.2186 0.4106 0.1527
H 6.15189 1.00501 -4.81514 -0.3021 -0.3693 -0.6165
H 5.81759 -0.23681 -3.62160 -0.1339 -0.3365 -0.3073
H 5.76905 3.42360 -4.10894 -0.0690 0.6209 0.2288
H 5.08166 3.75545 -2.43962 0.1237 -0.0768 -0.2328
H 4.02507 3.27732 -3.82661 0.0334 -0.2637 0.1907
H 7.26105 2.67022 -2.33196 -0.3997 -0.0064 -0.6063
H 7.28372 0.88745 -2.59386 0.3264 0.5684 -0.5702
H 7.03062 1.90328 -0.05492 0.0402 0.6865 -0.4383
H 6.81277 0.38917 -0.66223 -0.7582 -0.4207 0.1039
H 4.77077 2.63772 -0.23949 -0.1764 0.1339 -0.3644
H 4.37760 0.99438 0.14492 0.6370 -0.2392 0.3002
H 3.46942 1.88305 -2.01984 -0.1641 -0.1472 -0.6427
H 4.05505 0.25102 -2.03205 0.5168 -0.1336 0.0265
C 2.14692 8.10258 2.78119 -1.0036 -0.5096 0.3524
C 1.67053 6.88168 3.63986 1.2498 -1.1861 -1.4664
C 0.60147 6.08726 2.76397 -0.1180 1.4370 1.2503
N -0.26671 5.03637 3.47766 1.2755 -0.6388 -1.9514
C 0.67045 3.90983 3.95803 -0.8528 1.3525 1.2020
C -1.16720 5.58653 4.56941 1.0175 1.2452 -0.8792
C -2.34003 4.66087 4.70981 -0.3749 -0.5478 0.4616
C -2.47959 4.00662 3.32566 0.1886 -0.0479 -1.1951
C -1.24436 4.47845 2.45187 -1.8307 0.1359 1.5181
H 3.18904 8.41485 2.84889 -0.0780 -0.4017 0.3193
H 1.52382 8.94706 3.07563 0.0793 0.1325 -0.2281
H 1.92207 7.86410 1.74163 0.1937 0.2644 -0.1753
H 1.57840 7.15619 4.69070 -1.2221 0.0098 -0.1365
H 2.45696 6.12932 3.69977 0.5887 0.2049 -0.0029
H 1.09087 5.59633 1.92279 0.3601 -0.3618 0.3678
H -0.02537 6.80727 2.23789 -0.6451 -0.0296 0.5068
H 1.19752 3.39286 3.15613 -0.5506 0.0863 -0.1117
H 0.06246 3.30967 4.63496 0.0907 -0.5268 -0.4477
H 1.41250 4.37185 4.60919 0.0264 0.1101 -0.1473
H -0.52268 5.97532 5.35778 -0.2861 -0.7322 0.5021
H -1.56810 6.50079 4.13179 0.1139 0.1370 -0.2240
H -2.31616 3.91792 5.50703 0.4259 0.0638 -0.0034
H -3.18888 5.30242 4.94639 -0.1265 -0.2278 -0.0656
H -2.60764 2.92456 3.29639 0.2381 -0.0157 0.5158
H -3.35755 4.38717 2.80369 -0.0704 -0.0087 0.1503
H -0.83653 3.72724 1.77552 0.3231 0.1610 0.3171
H -1.70736 5.29387 1.89615 0.9239 0.2485 -0.2279
C -3.88230 0.28664 -4.27783 -1.2359 -1.7136 1.2290
C -3.03552 -0.98133 -3.81124 -0.8902 1.6213 -0.1917
C -1.60323 -0.71554 -4.16623 1.4308 -0.9313 -0.2467
N -0.60316 -1.88120 -3.89932 -0.6086 -0.8335 -0.0551
C -1.02653 -3.07943 -4.89380 0.2843 0.2874 1.3520
C -0.62293 -2.34598 -2.39577 2.2763 -0.9159 -1.8901
C 0.70099 -3.26769 -2.37771 -1.3765 1.2348 0.3740
C 1.72189 -2.54483 -3.33469 -1.8296 -0.4123 0.1969
C 0.88062 -1.47363 -4.12577 0.1833 -1.4313 0.1574
H -4.01161 0.32629 -5.35941 0.5381 0.5080 0.1362
H -3.82166 1.21327 -3.70705 1.2722 0.2402 -0.5604
H -4.88493 0.05275 -3.91987 -0.4193 -0.4327 -0.2924
H -3.53444 -1.84324 -4.25428 0.4981 -0.0790 -0.3373
H -3.14121 -1.10817 -2.73382 0.0780 0.1613 0.1474
H -1.21588 0.13202 -3.60081 0.0052 0.0476 0.0417
H -1.44836 -0.51149 -5.22570 -0.2549 0.1642 -0.0055
H -1.15901 -2.68973 -5.90310 -0.0136 0.0979 0.2876
H -1.90833 -3.57927 -4.49296 -0.4962 0.8453 -0.0665
H -0.37870 -3.95602 -4.89405 0.9800 0.7031 0.0312
H -1.52081 -2.89246 -2.10720 -0.0349 0.2812 -0.3411
H -0.47517 -1.41927 -1.84126 -0.1566 -0.1256 0.1518
H 0.45690 -4.28849 -2.67177 -0.1033 0.1965 -0.5517
H 1.01999 -3.44091 -1.34993 0.3175 0.5435 0.0459
H 2.07245 -3.34984 -3.98058 0.6870 0.5439 -0.0437
H 2.47560 -2.01368 -2.75340 0.2657 -0.4157 -0.2986
H 1.10113 -1.42831 -5.19227 -0.3110 -0.4413 -0.0521
H 1.19967 -0.49221 -3.77489 -1.1780 0.2413 0.4669
C -9.53153 -4.83732 -0.75667 1.7890 1.6670 -0.5821
C -8.18810 -4.52267 0.05511 0.3734 0.1966 -0.9525
C -7.13430 -3.64879 -0.83352 -1.3265 0.1129 0.9219
N -5.91707 -2.99424 -0.08158 -0.2853 -0.9446 0.4264
C -5.09574 -4.14417 0.64738 -0.0704 2.0915 -1.9183
C -6.40846 -1.92905 0.94965 1.6050 -0.6825 0.9620
C -5.20332 -0.93312 1.19247 -0.8562 0.2128 -0.4421
C -4.26222 -1.24896 0.05920 1.7218 -0.2152 -0.5132
C -4.95450 -2.14878 -0.97659 -1.4633 0.2628 1.3193
H -10.06040 -5.77138 -0.56715 0.0063 0.4778 0.8338
H -9.35848 -4.87637 -1.83214 0.5305 -0.1942 -0.1644
H -10.04264 -3.87763 -0.68005 -1.0429 -0.6018 0.3052
H -7.76460 -5.46355 0.40651 0.3909 0.0992 -0.1562
H -8.44367 -3.93722 0.93830 -0.0823 -0.0458 0.0157
H -7.63398 -2.75755 -1.21314 -0.3393 -0.1408 -0.0948
H -6.85287 -4.24311 -1.70282 0.7318 0.0558 0.2339
H -4.22915 -3.54806 0.93335 0.0386 -0.7966 0.8733
H -4.79171 -4.79088 -0.17568 -0.1073 -0.1994 0.1777
H -5.64606 -4.70128 1.40559 -0.0208 0.5470 -0.0339
H -6.62577 -2.54396 1.82301 -0.5785 0.5178 0.0157
H -7.23617 -1.32986 0.57025 -0.1571 -0.6663 -0.1180
H -4.64395 -0.79702 2.11804 -0.3279 -1.3932 0.4715
H -5.56389 0.09473 1.15222 -0.4618 -0.0574 -0.7272
H -3.37399 -1.77793 0.40467 0.0215 -0.2529 0.3719
H -3.80597 -0.32505 -0.29621 -0.3755 -0.0007 -0.7631
H -4.31908 -2.78993 -1.58755 -0.1937 0.0776 0.0915
H -5.63455 -1.51952 -1.55075 0.0700 -0.3043 -0.4867
```
Forces are in eV/Å.

## Properties
- total energy (a.u.) = -2043.5673
- multiplicity = 2
- charge = +5
- energy above the lowest of the compared OMol25 structures with the same formula, charge and spin (kJ/mol) = 28.70
- max |F| (Eh/bohr) = 0.0602
- gap between HOMO and LUMO (alpha / beta) (eV) = 10.197 / 7.900

These are the Löwdin partial charges, in e, on atoms 1 to 5: number 1, C, carries -0.029; number 2, C, carries -0.499; number 3, C, carries -0.047; number 4, O, carries 0.044; number 5, H, carries 0.088